# 1
{
  "formula": "C24H40BN6PdS3Sb",
  "method": "the ωB97M-V functional and the def2-TZVPD basis",
  "species": ["Pd", "C", "C", "C", "C", "N", "N", "B", "N", "N", "C", "C", "C", "C", "C", "C", "C", "C", "N", "N", "C", "C", "C", "C", "C", "C", "C", "C", "C", "C", "C", "C", "H", "H", "H", "H", "H", "H", "H", "H", "H", "H", "H", "H", "H", "H", "H", "H", "H", "H", "H", "H", "H", "H", "H", "H", "H", "H", "H", "H", "H", "H", "H", "H", "H", "H", "H", "H", "H", "H", "H", "H", "S", "Sb", "S", "S"],
  "coordinates": [[-0.5193, 1.0196, -0.8115], [1.1990, -2.4393, 3.2887], [0.5696, -1.1717, 2.8121], [0.0644, -0.1474, 3.5803], [-0.4137, 0.8073, 2.6657], [-0.2086, 0.3734, 1.4258], [0.3949, -0.8390, 1.5174], [0.8486, -1.7115, 0.3146], [-0.3821, -2.1189, -0.5189], [-1.4366, -1.2864, -0.6163], [-2.4208, -1.9597, -1.2015], [-1.9760, -3.2579, -1.5119], [-0.6752, -3.3200, -1.0594], [0.2789, -4.4652, -1.1494], [-3.8179, -1.4169, -1.4017], [-4.1392, -1.3684, -2.8998], [-3.9730, -0.0253, -0.7907], [-4.8054, -2.3733, -0.7164], [1.9130, -0.9395, -0.4918], [1.8006, 0.3938, -0.6785], [2.9590, 0.8236, -1.1831], [3.8319, -0.2676, -1.3211], [3.1298, -1.3692, -0.8791], [3.5827, -2.7909, -0.8185], [3.2754, 2.2878, -1.3963], [2.2971, 2.9310, -2.3804], [4.6960, 2.4370, -1.9392], [3.1706, 2.9942, -0.0341], [-1.0498, 2.1195, 3.0610], [-1.4484, 2.9494, 1.8490], [-0.0433, 2.9165, 3.9043], [-2.2989, 1.8298, 3.9052], [1.1978, -2.4440, 4.3778], [2.2299, -2.5295, 2.9431], [0.6509, -3.3138, 2.9355], [0.0450, -0.0979, 4.6570], [1.3541, -2.7060, 0.7428], [-2.5250, -4.0452, -2.0037], [-0.2693, -5.3762, -1.3844], [0.8199, -4.6076, -0.2137], [1.0117, -4.2948, -1.9408], [-3.4732, -0.6738, -3.4142], [-5.1720, -1.0451, -3.0547], [-4.0146, -2.3544, -3.3530], [-3.2061, 0.6473, -1.1647], [-3.8711, -0.0695, 0.2956], [-4.9518, 0.3935, -1.0376], [-4.7343, -3.3759, -1.1436], [-5.8292, -2.0140, -0.8497], [-4.5953, -2.4401, 0.3527], [4.8394, -0.2587, -1.7037], [4.6522, -2.8409, -1.0164], [3.0651, -3.3961, -1.5646], [3.3864, -3.2270, 0.1614], [2.3212, 2.4270, -3.3480], [2.5391, 3.9863, -2.5348], [1.2884, 2.8741, -1.9877], [4.8055, 1.9050, -2.8863], [5.4345, 2.0549, -1.2293], [4.9060, 3.4937, -2.1150], [2.1504, 2.9077, 0.3432], [3.4252, 4.0527, -0.1343], [3.8498, 2.5362, 0.6895], [-0.5785, 3.1634, 1.2274], [-1.8828, 3.9001, 2.1663], [-2.1821, 2.4203, 1.2416], [0.8425, 3.1495, 3.3105], [0.2726, 2.3507, 4.7826], [-0.4957, 3.8526, 4.2410], [-3.0217, 1.2538, 3.3246], [-2.7674, 2.7686, 4.2109], [-2.0452, 1.2615, 4.8022], [-0.3971, 3.5622, -4.9844], [-1.6785, 2.1588, -3.6656], [-0.2679, 0.2936, -3.1641], [-1.5318, 3.0818, -1.4355]],
  "forces_ev_per_angstrom": [[0.8439, -1.3878, -1.3047], [0.0016, 0.0018, -0.0978], [-0.0959, 0.1351, 0.1674], [0.0070, -0.0189, 0.0065], [0.1085, -0.2193, 0.0177], [-0.3392, 0.8487, 0.2303], [0.0920, -0.1963, -0.0878], [-0.1866, 0.2622, -0.0977], [0.1278, -0.1995, 0.0159], [-0.4129, 0.0887, 0.1195], [0.2176, 0.0077, 0.1137], [-0.0631, -0.0189, -0.0654], [-0.1491, -0.0681, -0.0999], [0.0151, 0.1509, 0.0429], [-0.0394, 0.0454, 0.0287], [0.0494, 0.0174, 0.0083], [0.0857, -0.1367, -0.0336], [0.0333, -0.0110, -0.0708], [0.1964, -0.1615, 0.0192], [0.0551, 0.0957, -0.0967], [-0.1680, -0.1848, 0.2038], [0.0945, 0.0490, -0.1863], [0.1171, 0.0727, 0.0280], [-0.1180, 0.0593, 0.0494], [-0.1043, 0.0670, 0.0202], [0.0874, -0.0457, -0.0044], [-0.0064, -0.0240, 0.0837], [-0.0201, -0.0565, -0.1331], [-0.0340, 0.1187, -0.0584], [0.0534, -0.1339, 0.0884], [-0.0255, -0.0708, -0.0399], [0.0652, -0.0089, -0.0457], [-0.0008, -0.0074, 0.0107], [-0.0121, -0.0210, 0.0036], [0.0271, -0.0082, 0.0105], [0.0132, -0.0199, -0.0085], [0.0371, -0.0410, 0.0135], [0.0151, -0.0277, 0.0396], [0.0051, -0.0136, -0.0063], [0.0172, -0.0358, -0.0256], [0.0189, -0.0448, 0.0222], [0.0223, -0.0123, -0.0065], [0.0020, 0.0120, -0.0054], [-0.0024, 0.0163, -0.0245], [0.0209, 0.1416, -0.0054], [0.0317, 0.0423, 0.0023], [-0.0275, -0.0521, 0.0141], [-0.0390, -0.0025, 0.0358], [-0.0056, 0.0014, 0.0087], [-0.0016, -0.0125, -0.0015], [-0.0172, -0.0308, 0.0330], [0.0073, 0.0044, -0.0237], [0.0419, -0.0449, 0.0339], [0.0274, -0.0435, -0.0301], [-0.0525, -0.0152, 0.0093], [0.0526, -0.0124, 0.0403], [-0.2529, 0.0069, -0.0554], [0.0399, 0.0145, 0.0009], [0.0171, -0.0104, -0.0509], [0.0188, 0.0056, -0.0057], [0.0109, 0.0261, 0.0481], [-0.0243, 0.0042, -0.0011], [-0.0223, 0.0154, 0.0139], [-0.0331, 0.0308, -0.0583], [-0.0135, -0.0038, 0.0203], [0.0031, 0.0553, -0.0638], [0.0124, 0.0176, 0.0288], [0.0106, 0.0187, 0.0053], [0.0111, 0.0116, -0.0111], [-0.0137, -0.0039, 0.0261], [-0.0110, -0.0039, 0.0072], [-0.0298, -0.0074, 0.0019], [-0.2983, -0.0949, -0.1183], [0.6508, 0.5704, 0.3338], [-0.5694, 1.0305, 1.4005], [-0.1761, -0.5339, -0.4836]],
  "e_homo_ev": [-4.61, -4.54],
  "de_lowest_kcal_mol": 35.29,
  "max_force_ha_per_bohr": 0.04052,
  "gap_ev": [6.53, 5.29],
  "lumo_ha": [0.0706, 0.0276],
  "multiplicity": 2,
  "energy_ha": -2854.8208,
  "charge": -1
}

# 2
{
  "formula": "C19H21BiBr2N6SeSi",
  "method": "the ωB97M-V functional and the def2-TZVPD basis",
  "species": ["Bi", "N", "C", "C", "N", "C", "C", "N", "C", "C", "N", "H", "H", "H", "H", "H", "H", "Br", "C", "C", "C", "N", "C", "C", "C", "C", "C", "Br", "C", "C", "N", "H", "H", "H", "H", "H", "H", "C", "Si", "C", "C", "Se", "H", "H", "H", "H", "H", "H", "H", "H", "H"],
  "coordinates": [[-0.1397, 0.0340, 0.0353], [4.2184, 0.4678, 1.3143], [4.0650, -0.7805, 1.8729], [2.7857, -1.1503, 1.6113], [2.1681, -0.1511, 0.8939], [3.0554, 0.8193, 0.7362], [2.7014, 2.0722, 0.0861], [1.4455, 2.3531, -0.2035], [1.4609, 3.5748, -0.8216], [2.7413, 4.0374, -0.8938], [3.5215, 3.0684, -0.3172], [5.0480, 1.0344, 1.3916], [4.8602, -1.2693, 2.4069], [2.2687, -2.0447, 1.9144], [0.5647, 4.0598, -1.1675], [3.1592, 4.9458, -1.2899], [4.5247, 3.1074, -0.2387], [-6.3023, -0.6561, -3.4910], [-4.7193, -0.4893, -2.5150], [-4.5558, 0.5526, -1.6120], [-3.3682, 0.6176, -0.9129], [-2.3833, -0.2672, -1.0717], [-2.5443, -1.2788, -1.9306], [-3.7049, -1.4244, -2.6723], [-1.4353, -2.2708, -1.9627], [-1.4295, -3.3534, -2.8246], [-0.4038, -4.2856, -2.7409], [-0.3959, -5.7673, -3.8736], [0.5996, -4.1150, -1.7968], [0.5351, -3.0039, -0.9858], [-0.4511, -2.1016, -1.0592], [-5.3348, 1.2831, -1.4500], [-3.2067, 1.4019, -0.1815], [-3.8468, -2.2555, -3.3456], [-2.2148, -3.4936, -3.5511], [1.4036, -4.8285, -1.6925], [1.2967, -2.8362, -0.2340], [-3.9145, 0.5906, 3.2422], [-2.1396, 0.7931, 3.7568], [-1.4147, 2.4809, 3.4627], [-1.7049, -0.0115, 5.3693], [-0.9522, -0.7147, 2.3128], [-4.5682, 1.1434, 3.9216], [-4.2061, -0.4593, 3.2757], [-4.0778, 0.9753, 2.2346], [-1.8810, 3.2180, 4.1202], [-1.5864, 2.8005, 2.4332], [-0.3434, 2.4776, 3.6653], [-2.2406, 0.5007, 6.1736], [-0.6373, 0.0571, 5.5767], [-2.0094, -1.0584, 5.3865]],
  "forces_ev_per_angstrom": [[-0.1768, 0.4969, -0.4781], [-0.0111, 0.0607, -0.0036], [-0.0116, -0.0071, 0.0333], [0.1064, 0.0139, 0.0276], [-0.0527, -0.2643, -0.0816], [-0.0958, 0.0382, -0.0159], [-0.0226, -0.0334, -0.0394], [-0.0063, -0.0383, 0.1598], [0.0683, 0.1072, 0.0060], [0.0119, -0.0236, -0.0138], [0.0185, -0.0269, 0.0524], [0.0024, -0.0052, -0.0032], [0.0010, -0.0109, -0.0089], [-0.0049, 0.0061, 0.0094], [-0.0173, -0.0204, 0.0134], [-0.0074, 0.0003, -0.0107], [0.0007, 0.0048, -0.0200], [0.0480, 0.0063, 0.0207], [-0.0332, 0.0044, 0.0071], [-0.0251, -0.0187, -0.0130], [-0.0373, -0.0164, -0.0347], [-0.0550, 0.1392, 0.1361], [-0.0180, -0.1027, 0.0657], [0.0219, -0.0212, -0.0163], [-0.0767, -0.0133, 0.0589], [-0.0013, -0.0071, 0.0174], [-0.0047, -0.0609, -0.0207], [0.0110, 0.0587, 0.0238], [-0.0225, -0.0100, 0.0039], [-0.0014, -0.0865, -0.0060], [0.3193, 0.0298, 0.1544], [0.0033, 0.0068, -0.0075], [0.0231, 0.0263, -0.0409], [0.0009, 0.0183, -0.0207], [0.0025, 0.0164, -0.0035], [0.0051, 0.0052, -0.0025], [0.0115, 0.0350, -0.0286], [0.1016, 0.1542, 0.1583], [0.1752, -0.1474, -0.3885], [-0.1345, -0.0838, 0.1150], [-0.1325, 0.1915, -0.0055], [-0.0097, -0.4166, 0.2618], [-0.0182, 0.0089, -0.0018], [0.0041, 0.0040, -0.0351], [-0.0223, -0.0349, -0.0013], [-0.0054, 0.0152, 0.0058], [0.0303, 0.0304, -0.0036], [0.0020, 0.0109, -0.0319], [0.0112, -0.0132, 0.0280], [0.0002, -0.0244, -0.0092], [0.0244, -0.0026, -0.0122]],
  "e_homo_ev": -14.14,
  "max_force_ha_per_bohr": 0.01384,
  "gap_ev": 7.76,
  "lumo_ha": -0.2344,
  "energy_ha": -9118.3337,
  "charge": 2
}

# 3
{
  "formula": "C5H8O",
  "method": "the ωB97M-V functional and the def2-TZVPD basis",
  "species": ["C", "C", "C", "C", "O", "C", "H", "H", "H", "H", "H", "H", "H", "H"],
  "coordinates": [[0.9367, 1.7105, 0.2752], [0.2995, 0.3487, 0.2462], [0.6946, -0.6750, -0.5142], [-0.3841, -1.7147, -0.6052], [-1.4977, -0.8250, -0.7463], [-1.1115, 0.0681, 0.6182], [0.2146, 2.5026, 0.0311], [1.7270, 1.7406, -0.4821], [1.3862, 1.9638, 1.2406], [1.4810, -0.6065, -1.2502], [-0.5311, -2.3051, 0.3235], [-0.2112, -2.4637, -1.3978], [-1.3418, -0.7361, 1.3076], [-1.6620, 0.9791, 0.9537]],
  "forces_ev_per_angstrom": [[0.0637, -0.0558, 0.0581], [0.2384, -0.2177, -0.5423], [0.7212, 0.0595, 0.0305], [0.2607, 0.3400, 0.0931], [-0.8480, 1.0809, 2.3235], [-0.7492, -0.8896, -1.5402], [0.0654, -0.2503, 0.0785], [-0.0629, 0.0412, 0.1921], [-0.0911, -0.0659, -0.0522], [0.5153, -0.2279, 0.3094], [0.3161, 0.1971, -0.1581], [-0.6049, 0.6925, -0.1225], [0.4149, 0.0602, 0.5830], [-0.2396, -0.7642, -1.2530]],
  "smiles": "CC1=CCOC1",
  "e_homo_ev": -8.88,
  "de_lowest_kcal_mol": 63.28,
  "max_force_ha_per_bohr": 0.05249,
  "gap_ev": 9.87,
  "lumo_ha": 0.0364,
  "energy_ha": -270.4571,
  "charge": 0
}